Entry from OMol25: a 2-piece molecular cluster, C4H8N2O overall at a distorted geometry (wB97M-V/def2-TZVPD).

```
15
Properties=species:S:1:pos:R:3
C -2.37940 -0.10099 0.30876
C -1.28042 0.83483 0.72161
O -1.18603 1.99225 0.39879
C -0.29763 0.24895 1.67607
N 0.44928 -0.20514 2.43441
H -3.04544 -0.25456 1.16683
H -2.94455 0.34037 -0.51366
H -1.96997 -1.07359 0.02226
C 2.09000 -0.75233 -0.85614
N 1.10263 0.32463 -0.83680
H 1.79531 -1.49698 -1.60210
H 2.09736 -1.24378 0.12250
H 3.11796 -0.43116 -1.08459
H 1.03719 0.75936 -1.75272
H 1.41372 1.05816 -0.20524
```

Output
HOMO-LUMO gap	0.3609	Ha
energy above the lowest of the compared OMol25 structures with the same formula, charge and spin	1.981	eV
HOMO	-9.6859	eV
LUMO level	0.1334	eV
F_max	1.1	eV Å⁻¹
SMILES	CC(=O)C#N.CN

Atom charges from the natural (NBO) analysis, given in e for atoms 1 to 2: number 1, C, carries -0.703; number 2, C, carries 0.526

=====

Entry from OMol25: one molecule with the formula C4H6N2 at a distorted geometry (wB97M-V/def2-TZVPD).

```
12
Properties=species:S:1:pos:R:3
C -1.94495 -0.45652 0.10034
C -0.48188 -0.20708 0.07014
C 0.01441 1.11169 -0.50311
N 1.23637 0.74559 -0.84573
C 1.60953 -0.14742 0.26774
N 0.45635 -1.00991 0.42777
H -2.40154 0.09677 0.92949
H -2.17461 -1.51769 0.19689
H -2.37505 -0.05617 -0.82369
H 1.52141 0.56657 1.09872
H 1.92426 1.41295 -1.17276
H 2.61570 -0.53878 0.25422
```

Output
HOMO-LUMO gap	0.3180	Ha
energy above the lowest of the compared OMol25 structures with the same formula, charge and spin	3.460	eV
HOMO	-8.6816	eV
LUMO level	-0.0296	eV
F_max	2.1	eV Å⁻¹

Atom charges from the natural (NBO) analysis, given in e for atoms 1 to 2: number 1, C, carries -0.659; number 2, C, carries 0.159

=====

Entry from OMol25: one molecule with the formula C7H10I2N2O4 at a distorted geometry (wB97M-V/def2-TZVPD).

```
25
Properties=species:S:1:pos:R:3
C 3.15865 -0.53482 1.43969
C 2.36824 0.47787 0.43952
I 3.90127 1.57914 -0.70548
C 1.52230 -0.39085 -0.65992
I 2.98224 -1.11378 -2.16303
O 0.54981 0.40617 -1.38584
C -0.52045 -0.39128 -1.90495
O -0.38745 -0.96872 -3.01820
N -1.82916 -0.60049 -1.19235
C -2.37113 0.75573 -0.85208
C -1.78939 1.41080 0.49385
O -2.74011 1.33281 1.61610
O -1.50000 -1.34261 -0.07519
C -2.68746 -2.11048 0.22129
N -3.39039 -2.90805 0.81417
H 4.12905 -0.00552 1.75500
H 2.57412 -0.75569 2.40489
H 3.41997 -1.50889 0.88127
H 1.70258 1.18469 1.04622
H 1.04403 -1.25284 -0.07474
H -3.52970 0.73107 -0.79812
H -2.12315 1.44014 -1.75100
H -1.53140 2.51364 0.23478
H -0.78779 0.95206 0.84725
H -2.16467 1.09988 2.38687
```

Output
HOMO-LUMO gap	0.2942	Ha
energy above the lowest of the compared OMol25 structures with the same formula, charge and spin	0.000	eV
HOMO	-8.4854	eV
LUMO level	-0.4807	eV
F_max	6.6	eV Å⁻¹

Atom charges from the natural (NBO) analysis, given in e for atoms 1 to 2: number 1, C, carries -0.663; number 2, C, carries -0.355

=====

Entry from OMol25: C3H6N3O as an isolated structure at a distorted geometry (wB97M-V/def2-TZVPD).

```
13
Properties=species:S:1:pos:R:3
C 0.91713 -1.32989 0.18563
C 0.85506 1.09916 0.04690
C -1.21556 -0.01815 -0.46249
N -0.24389 -1.64533 0.08314
N 1.52471 0.00672 -0.23387
N -0.45863 1.10983 -0.05683
O -2.25627 -0.05423 0.25964
H 1.76518 -1.79241 0.69995
H 1.44015 1.91019 0.59095
H -0.95073 -0.28008 -1.40599
H 2.47396 -0.19119 -0.19439
H -0.92587 1.82120 0.47300
H -2.92524 -0.63581 0.01435
```

Output
HOMO-LUMO gap	0.3527	Ha
energy above the lowest of the compared OMol25 structures with the same formula, charge and spin	2.219	eV
HOMO	-13.9574	eV
LUMO level	-4.3594	eV
F_max	4.8	eV Å⁻¹
net charge	+1

Atom charges from the natural (NBO) analysis, given in e for atoms 1 to 2: number 1, C, carries 0.173; number 2, C, carries 0.380

=====

Entry from OMol25: C5H12O3Y as an isolated structure at a distorted geometry (wB97M-V/def2-TZVPD).

```
21
Properties=species:S:1:pos:R:3
C -2.41021 1.64354 0.18663
C -0.91034 1.70420 0.11198
O -0.46462 2.61097 -0.90324
Y 0.83743 4.65196 -0.86705
H -2.84008 1.33156 -0.77474
H -2.81233 2.61893 0.48510
H -2.69981 0.90275 0.94159
H -0.42029 2.03945 1.03881
O -0.40671 0.41366 -0.33439
H -0.47636 2.03424 -1.76162
C 0.88049 -3.42532 0.70724
O 0.64823 -2.04168 0.78821
C 1.24980 -1.31783 -0.25329
C 0.96590 0.15265 -0.09087
H 0.37610 -3.89908 1.55729
H 0.47537 -3.84433 -0.22997
H 1.95990 -3.65168 0.75584
H 0.87603 -1.66526 -1.23418
H 2.34574 -1.46313 -0.24233
H 1.58448 0.71944 -0.80426
H 1.24130 0.48496 0.92327
```

Output
HOMO-LUMO gap (spin up / spin down)	0.1486 / 0.1470	Ha
multiplicity	2
energy above the lowest of the compared OMol25 structures with the same formula, charge and spin	1.348	eV
HOMO (spin up / spin down)	-14.6661 / -14.6661	eV
LUMO level (spin up / spin down)	-10.6212 / -10.6649	eV
F_max	3.9	eV Å⁻¹
net charge	+2

Atom charges from the natural (NBO) analysis, given in e for atoms 1 to 2: number 1, C, carries -0.664; number 2, C, carries 0.374

=====

Entry from OMol25: one molecule with the formula C2H3NOS2 at a distorted geometry (wB97M-V/def2-TZVPD).

```
9
Properties=species:S:1:pos:R:3
C -0.69673 0.31796 -0.02888
C 0.12965 -0.99175 -0.02186
N -0.12729 1.43713 0.18420
O 2.04125 0.70888 0.16012
S -2.28473 -0.20736 -0.39661
S 1.91221 -0.63188 -0.44198
H -0.01252 -1.34632 1.03049
H -0.30477 -1.69450 -0.70786
H -0.65706 2.40785 0.22240
```

Output
HOMO-LUMO gap (spin up / spin down)	0.2941 / 0.2124	Ha
energy above the lowest of the compared OMol25 structures with the same formula, charge and spin	4.132	eV
HOMO (spin up / spin down)	-8.8376 / -8.5108	eV
LUMO level (spin up / spin down)	-0.8344 / -2.7300	eV
F_max	3.2	eV Å⁻¹

Atom charges from the natural (NBO) analysis, given in e for atoms 1 to 2: number 1, C, carries 0.043; number 2, C, carries -0.694

=====

Entry from OMol25: one molecule with the formula C5H6OS at a distorted geometry (wB97M-V/def2-TZVPD).

```
13
Properties=species:S:1:pos:R:3
C -0.31252 -0.28747 -2.24570
C 0.86759 0.03294 -1.67124
O 1.22741 0.53456 -0.52445
C 0.49999 0.77512 0.59368
C -0.52844 -0.00224 0.93170
C -0.78671 -0.11859 2.38268
S -0.03004 0.71322 3.59317
H -0.33453 -0.64992 -3.31025
H -1.35623 -0.17939 -1.59995
H 1.83053 -0.33818 -2.29363
H 1.06318 1.39267 1.28698
H -0.90588 -0.81630 0.23105
H -1.23436 -1.05643 2.62595
```

Output
HOMO-LUMO gap	0.2905	Ha
energy above the lowest of the compared OMol25 structures with the same formula, charge and spin	3.333	eV
HOMO	-8.7244	eV
LUMO level	-0.8194	eV
F_max	5.4	eV Å⁻¹
SMILES	C=CO/C=C/C=S

Atom charges from the natural (NBO) analysis, given in e for atoms 1 to 2: number 1, C, carries -0.533; number 2, C, carries 0.142